(1)
This record from the OMol25 dataset describes an isolated molecule of C6H10NPS in a non-equilibrium geometry. The level of theory is wB97M-V/def2-TZVPD.

```
! RIJCOSX wB97M-V def2-TZVPD def2/J DEFGRID3
* xyz 0 1
C -1.564 -0.857 -0.733
C -1.403 -1.948 -1.508
C -0.354 -0.277 -0.190
C 0.780 -1.112 -0.591
C -1.373 1.635 1.111
C 1.069 1.368 1.078
N -0.248 0.808 0.669
P 2.571 -0.755 -0.615
S 0.182 -2.456 -1.577
H -2.459 -0.327 -0.898
H -2.077 -2.516 -2.020
H -2.131 0.818 1.218
H -1.215 2.087 2.112
H -1.832 2.409 0.556
H 0.988 2.380 1.404
H 1.472 0.664 1.909
H 1.652 1.196 0.264
H 2.720 -1.179 -1.881
H 3.221 -1.939 -0.309
*
```

E_HOMO = -7.475 eV
F_max = 4.4 eV/A
Structure (SMILES) = CN(C)c1ccsc1P
Relative energy (zero: lowest compared OMol25 entry of this formula, charge and spin) = 0.00 kcal per mole
Frontier orbital gap = 8.334 eV
LUMO energy = 0.0315 Eh


(2)
This record from the OMol25 dataset describes a structure of composition C29H23CoN6O4S2 in a non-equilibrium geometry. The level of theory is wB97M-V/def2-TZVPD.

```
! RIJCOSX wB97M-V def2-TZVPD def2/J DEFGRID3
* xyz -1 2
Co 0.210 -0.742 -0.126
O -0.520 1.367 3.742
C -1.436 0.488 4.191
C -1.986 0.683 5.456
C -2.959 -0.173 5.937
C -3.400 -1.237 5.158
C -2.828 -1.466 3.922
C -1.831 -0.626 3.427
C -1.172 -0.914 2.150
O -0.453 -0.001 1.579
N -1.264 -2.144 1.662
N -0.564 -2.241 0.535
C -0.417 -3.323 -0.169
C 0.404 -3.151 -1.325
C 0.730 -4.142 -2.257
C 1.574 -3.843 -3.300
C 2.081 -2.549 -3.418
C 1.704 -1.610 -2.482
N 0.904 -1.885 -1.460
H -0.320 1.089 2.812
H -1.641 1.523 6.045
H -3.384 -0.009 6.919
H -4.183 -1.891 5.520
H -3.144 -2.296 3.306
H -0.879 -4.257 0.122
H 0.317 -5.133 -2.134
H 1.856 -4.601 -4.019
H 2.745 -2.275 -4.224
H 2.076 -0.596 -2.538
O -3.147 0.668 -0.005
C -2.599 0.332 -1.061
O -1.653 -0.514 -1.148
C -3.059 0.996 -2.365
C -3.928 2.079 -2.234
C -4.359 2.810 -3.323
C -3.946 2.439 -4.594
C -3.097 1.370 -4.774
C -2.601 0.626 -3.685
S -1.472 -0.647 -4.023
H -4.244 2.335 -1.230
H -5.013 3.664 -3.192
H -4.273 3.009 -5.458
H -2.787 1.078 -5.768
C 5.471 -1.446 1.646
N 4.783 -0.285 1.145
C 5.338 0.942 0.858
C 4.349 1.750 0.447
N 3.157 1.027 0.476
C 3.436 -0.247 0.918
S 2.434 -1.531 1.256
C 1.939 1.632 0.091
C 1.758 2.971 0.412
C 0.718 3.682 -0.157
C -0.047 3.038 -1.124
C 0.162 1.696 -1.340
N 1.069 0.949 -0.680
H 6.508 -1.180 1.837
H 5.413 -2.258 0.921
H 4.991 -1.787 2.563
H 6.386 1.142 0.974
H 4.381 2.762 0.094
H 2.422 3.429 1.131
H 0.513 4.702 0.135
H -0.818 3.556 -1.674
H -0.407 1.167 -2.098
*
```

E_HOMO (spin up / spin down) = -2.647 / -2.646 eV
F_max = 1.6 eV/A
Relative energy (zero: lowest compared OMol25 entry of this formula, charge and spin) = 33.70 kcal per mole
Frontier orbital gap (spin up / spin down) = 4.571 / 4.572 eV
<S²> = 0.7566
LUMO energy (spin up / spin down) = 0.0707 / 0.0708 Eh


(3)
This record from the OMol25 dataset describes a cluster of 2 separate species, C17H29N7O3 in total in a non-equilibrium geometry. The level of theory is wB97M-V/def2-TZVPD.

```
! RIJCOSX wB97M-V def2-TZVPD def2/J DEFGRID3
* xyz 0 1
O -1.435 4.275 -2.786
O 2.348 1.936 -3.642
N 0.131 -2.805 5.225
N 3.325 -1.145 4.212
N 2.306 -2.362 2.451
O -2.573 -4.371 2.056
C -0.756 4.416 -1.777
C 1.280 2.499 -3.415
C -0.478 -3.509 4.292
C 3.283 -1.598 2.954
C 2.313 -1.480 4.978
C 1.322 -2.694 3.283
C 1.265 -2.285 4.586
N 2.402 -1.020 6.242
N 0.691 3.302 -4.309
N 0.207 -3.471 3.081
N 0.174 3.547 -1.372
C -0.957 5.633 -0.907
C 1.188 3.594 -5.653
C -1.748 -3.894 -0.148
C -2.124 -0.050 -0.466
C -0.182 -4.114 1.812
C -1.566 -3.645 1.347
C -0.170 0.006 -2.900
C -0.862 0.812 -0.601
C -0.529 1.241 -2.052
C 0.611 2.297 -2.040
H -3.461 -4.051 1.818
H -1.404 -4.054 4.453
H 4.101 -1.328 2.293
H 1.823 -1.548 6.886
H 3.354 -0.802 6.500
H -0.187 3.726 -4.027
H 0.656 3.785 -0.519
H -1.360 5.324 0.056
H -1.661 6.304 -1.399
H -0.006 6.143 -0.767
H 0.506 3.175 -6.394
H 2.180 3.162 -5.800
H 1.248 4.674 -5.793
H -0.990 -3.348 -0.720
H -1.653 -4.961 -0.372
H -2.736 -3.553 -0.473
H -1.974 -1.026 -0.924
H -2.971 0.449 -0.939
H -2.346 -0.197 0.592
H -0.174 -5.202 1.924
H 0.561 -3.860 1.047
H -1.669 -2.572 1.540
H 0.732 -0.468 -2.509
H -0.986 -0.714 -2.897
H 0.001 0.290 -3.939
H -1.022 1.701 0.010
H -0.014 0.268 -0.183
H -1.418 1.693 -2.495
H 1.404 1.877 -1.419
*
```

E_HOMO = -8.518 eV
F_max = 1.7 eV/A
Structure (SMILES) = CC[C@H](C)[C@H](NC(C)=O)C(=O)NC.C[C@@H](O)Cn1cnc2c(N)ncnc21
Frontier orbital gap = 9.041 eV
LUMO energy = 0.0192 Eh


(4)
This record from the OMol25 dataset describes a cluster of 2 separate species, C3H9NO in total in a non-equilibrium geometry. The level of theory is wB97M-V/def2-TZVPD.

```
! RIJCOSX wB97M-V def2-TZVPD def2/J DEFGRID3
* xyz 0 1
N 0.201 0.778 -0.908
C 1.145 -0.037 -0.157
C -0.192 -2.031 0.512
C 0.706 -1.499 -0.309
H 0.590 1.333 -1.644
H -0.732 0.923 -0.554
H 1.104 0.282 0.888
H 2.153 0.066 -0.548
H -0.474 -3.049 0.276
H -0.540 -1.410 1.321
H 1.159 -1.916 -1.200
H -1.469 2.540 0.130
H -1.781 2.189 1.542
O -1.870 1.830 0.650
*
```

E_HOMO = -8.272 eV
F_max = 1.8 eV/A
Structure (SMILES) = C=CCN.O
Relative energy (zero: lowest compared OMol25 entry of this formula, charge and spin) = 44.83 kcal per mole
Frontier orbital gap = 9.042 eV
LUMO energy = 0.0283 Eh


(5)
This record from the OMol25 dataset describes a structure of composition C23H26F2N2O2 in a non-equilibrium geometry. The level of theory is wB97M-V/def2-TZVPD.

```
! RIJCOSX wB97M-V def2-TZVPD def2/J DEFGRID3
* xyz 0 1
O -4.053 -2.046 -1.738
C -3.741 -1.426 -0.804
N -4.626 -0.440 -0.338
C -4.667 0.120 0.938
C -6.163 0.244 1.144
H -6.691 -0.551 1.800
C -6.887 0.545 0.084
H -6.592 1.708 -0.533
C -6.126 -0.318 -1.058
H -6.564 -1.347 -1.013
H -5.985 0.200 -1.971
H -7.980 0.630 -0.201
H -6.290 1.081 1.863
H -4.153 1.186 0.901
H -4.227 -0.477 1.585
C -2.701 -1.589 0.116
C -2.298 -2.927 0.655
C -1.185 -2.951 1.389
C -0.155 -1.738 1.319
C -0.569 -0.586 0.864
C -1.784 -0.498 -0.035
H -2.108 0.521 -0.296
O 0.403 0.445 0.949
C 0.260 1.588 0.329
C 1.345 2.670 0.516
C 2.849 2.010 0.508
N 3.008 1.659 -0.909
C 4.432 1.799 -1.288
C 4.903 0.319 -0.602
C 5.593 0.288 0.623
C 6.030 -0.760 1.015
C 5.898 -2.086 0.240
C 5.388 -1.965 -0.870
C 4.863 -0.954 -1.461
H 4.421 -0.906 -2.423
F 5.302 -2.938 -1.570
H 6.319 -2.980 0.608
F 6.577 -0.861 2.557
H 5.643 1.271 1.153
H 4.346 1.771 -2.252
H 5.036 2.416 -0.711
C 1.961 0.928 -1.235
C 0.558 1.283 -1.295
H 0.474 2.131 -1.823
H -0.115 0.643 -1.836
H 2.490 0.678 -2.548
H 2.289 -0.238 -0.943
H 3.613 2.565 0.952
H 2.919 1.126 0.952
H 1.097 3.542 0.338
H 1.199 2.644 1.782
H -0.659 2.014 0.211
H 0.857 -1.874 1.825
H -0.846 -3.914 1.895
H -2.909 -3.656 0.640
*
```

E_HOMO = -7.738 eV
F_max = 16.0 eV/A
Relative energy (zero: lowest compared OMol25 entry of this formula, charge and spin) = 0.00 kcal per mole
Frontier orbital gap = 8.048 eV
LUMO energy = 0.0114 Eh


(6)
This record from the OMol25 dataset describes a structure of composition C23H25BrIMoN3O4. The level of theory is wB97M-V/def2-TZVPD.

```
! RIJCOSX wB97M-V def2-TZVPD def2/J DEFGRID3
* xyz 2 1
Mo -0.398 -0.975 -0.194
N 0.511 0.192 1.414
C 1.504 1.243 1.015
C 0.861 2.552 0.594
C -0.087 2.522 -0.610
C -1.504 2.033 -0.314
N -1.729 0.609 -0.738
H -0.224 0.625 1.981
H 0.959 -0.445 2.072
H 2.114 0.835 0.207
H 2.159 1.428 1.867
H 1.686 3.229 0.365
H 0.338 2.995 1.447
H 0.348 1.951 -1.439
H -0.172 3.544 -0.981
H -2.246 2.636 -0.838
H -1.731 2.091 0.749
H -1.773 0.590 -1.760
H -2.672 0.335 -0.451
O -2.422 -3.625 2.028
C -2.013 -3.025 1.098
O -1.127 -1.965 1.215
C -2.356 -3.248 -0.339
C -3.197 -4.254 -0.754
C -3.443 -4.378 -2.117
C -2.833 -3.496 -2.993
C -2.003 -2.504 -2.494
N -1.769 -2.382 -1.182
H -3.640 -4.911 -0.018
H -4.101 -5.154 -2.486
H -2.986 -3.566 -4.061
H -1.492 -1.814 -3.155
O 0.901 -1.621 -3.584
C 1.573 -1.547 -2.617
O 0.882 -0.988 -1.436
C 2.965 -1.881 -2.371
C 3.569 -1.742 -1.119
C 4.898 -2.087 -0.963
C 5.620 -2.567 -2.050
C 5.021 -2.705 -3.297
C 3.692 -2.363 -3.463
H 3.007 -1.370 -0.274
H 5.375 -1.987 0.002
H 6.660 -2.836 -1.923
H 5.591 -3.078 -4.135
H 3.209 -2.463 -4.425
Br 0.398 1.474 4.664
C -0.700 2.863 3.994
C -0.223 4.165 4.092
C -0.983 5.219 3.613
C -2.224 4.979 3.040
C -2.707 3.683 2.951
C -1.946 2.619 3.426
I -2.753 0.693 3.281
H 0.737 4.345 4.557
H -0.608 6.230 3.703
H -2.826 5.800 2.675
H -3.687 3.497 2.532
*
```

E_HOMO (spin up / spin down) = -14.062 / -14.062 eV
F_max = 0.2 eV/A
Frontier orbital gap (spin up / spin down) = 6.734 / 6.725 eV
LUMO energy (spin up / spin down) = -0.2693 / -0.2696 Eh


(7)
This record from the OMol25 dataset describes a structure of composition CH4NO2Si in a non-equilibrium geometry. The level of theory is wB97M-V/def2-TZVPD.

```
! RIJCOSX wB97M-V def2-TZVPD def2/J DEFGRID3
* xyz -1 1
C 2.567 -0.283 0.082
N -0.627 -0.756 0.016
O 3.085 0.981 0.229
O 3.132 -1.380 -0.058
Si 0.807 0.384 0.054
H -1.401 -0.605 -0.758
H -0.255 -1.677 0.076
H 0.474 0.860 1.438
H 0.742 1.332 -1.008
*
```

E_HOMO = -3.701 eV
F_max = 4.2 eV/A
Relative energy (zero: lowest compared OMol25 entry of this formula, charge and spin) = 16.91 kcal per mole
Frontier orbital gap = 7.766 eV
LUMO energy = 0.1494 Eh


(8)
This record from the OMol25 dataset describes a cluster of 2 separate species, CH6N4O2 in total in a non-equilibrium geometry. The level of theory is wB97M-V/def2-TZVPD.

```
! RIJCOSX wB97M-V def2-TZVPD def2/J DEFGRID3
* xyz 0 1
C 1.231 -0.073 -0.159
N 1.200 1.264 0.064
O 1.572 -0.331 -1.449
O 1.558 -0.879 0.757
H 2.149 -1.114 -1.392
H 0.781 1.535 0.942
H 0.954 1.829 -0.736
N -1.908 0.548 0.172
N -1.140 -0.520 -0.188
N -1.016 -1.299 0.795
H -2.162 0.518 1.155
H -2.695 0.674 -0.456
H -0.525 -2.150 0.494
*
```

E_HOMO = -9.575 eV
F_max = 6.3 eV/A
Structure (SMILES) = [H]/N=N/N.NC(=O)O
Relative energy (zero: lowest compared OMol25 entry of this formula, charge and spin) = 25.79 kcal per mole
Frontier orbital gap = 10.174 eV
LUMO energy = 0.0220 Eh


(9)
This record from the OMol25 dataset describes an isolated molecule of C4H9NO in a non-equilibrium geometry. The level of theory is wB97M-V/def2-TZVPD.

```
! RIJCOSX wB97M-V def2-TZVPD def2/J DEFGRID3
* xyz 0 1
C 1.910 0.383 0.597
C 1.243 -0.762 -0.192
N -0.157 -0.780 0.119
C -0.879 -0.244 -0.761
C -2.123 0.414 -0.293
O -2.232 0.367 1.099
H 1.880 1.369 0.108
H 1.454 0.504 1.586
H 2.959 0.120 0.735
H 1.433 -0.622 -1.272
H 1.618 -1.722 0.131
H -0.565 -0.172 -1.811
H -2.951 -0.073 -0.810
H -2.061 1.464 -0.628
H -1.530 -0.246 1.391
*
```

E_HOMO = -9.881 eV
F_max = 1.1 eV/A
Structure (SMILES) = CC/N=C/CO
Relative energy (zero: lowest compared OMol25 entry of this formula, charge and spin) = 44.69 kcal per mole
Frontier orbital gap = 10.968 eV
LUMO energy = 0.0400 Eh


(10)
This record from the OMol25 dataset describes the ion CH2NO3S with charge -1 in a non-equilibrium geometry. The level of theory is wB97M-V/def2-TZVPD.

```
! RIJCOSX wB97M-V def2-TZVPD def2/J DEFGRID3
* xyz -1 1
C 0.319 -0.007 0.120
N 2.272 -1.197 -0.315
O 1.200 1.034 0.180
O 3.972 0.483 -0.492
O 0.987 -1.262 0.258
S 2.885 0.060 0.368
H -0.064 0.117 -0.917
H -0.441 0.092 0.894
*
```

E_HOMO = -3.449 eV
F_max = 2.3 eV/A
Relative energy (zero: lowest compared OMol25 entry of this formula, charge and spin) = 87.12 kcal per mole
Frontier orbital gap = 7.644 eV
LUMO energy = 0.1542 Eh


(11)
This record from the OMol25 dataset describes the ion C6H16NS with charge +1 in a non-equilibrium geometry. The level of theory is wB97M-V/def2-TZVPD.

```
! RIJCOSX wB97M-V def2-TZVPD def2/J DEFGRID3
* xyz 1 1
C -0.568 -1.635 1.674
C -1.025 1.535 -0.569
C 1.885 0.798 -0.915
C 0.427 -1.003 -1.555
C -1.250 -0.535 0.863
C -0.297 0.528 0.302
N 0.846 -0.137 -0.436
S 0.541 1.405 1.729
H 0.002 -2.325 1.054
H -1.325 -2.221 2.187
H 0.087 -1.212 2.431
H -0.371 2.344 -0.882
H -1.837 1.977 0.002
H -1.465 1.065 -1.445
H 1.507 1.373 -1.757
H 2.187 1.479 -0.122
H 2.757 0.236 -1.239
H -0.024 -0.401 -2.340
H 1.301 -1.506 -1.966
H -0.282 -1.758 -1.229
H -1.961 -0.020 1.511
H -1.838 -0.969 0.052
H 1.278 -0.734 0.281
H -0.577 1.717 2.368
*
```

E_HOMO = -13.485 eV
F_max = 1.2 eV/A
Structure (SMILES) = CC[C@@](C)(S)[NH+](C)C
Relative energy (zero: lowest compared OMol25 entry of this formula, charge and spin) = 4.86 kcal per mole
Frontier orbital gap = 10.709 eV
LUMO energy = -0.1020 Eh


(12)
This record from the OMol25 dataset describes a structure of composition C38H41BrN8O8P2Re in a non-equilibrium geometry. The level of theory is wB97M-V/def2-TZVPD.

```
! RIJCOSX wB97M-V def2-TZVPD def2/J DEFGRID3
* xyz 2 4
Re 1.165 0.622 0.284
N 3.803 0.544 3.425
C 2.700 0.258 4.273
C 1.576 0.323 3.494
N 1.952 0.674 2.229
C 3.335 0.745 2.202
C 3.947 0.738 0.972
N 3.179 0.610 -0.134
C 4.106 0.441 -1.218
C 5.335 0.332 -0.691
N 5.251 0.549 0.678
H 4.797 0.586 3.668
H 2.706 0.148 5.359
H 0.555 0.400 3.813
H 3.802 0.315 -2.257
H 6.308 0.172 -1.191
H 5.942 0.457 1.378
C 1.205 1.637 -3.291
P 0.309 0.582 -2.044
C -1.154 1.720 -1.904
N -2.092 1.672 -2.858
C -3.042 2.673 -2.858
C -4.069 2.763 -3.803
C -5.120 3.612 -3.588
C -5.121 4.559 -2.535
C -4.077 4.664 -1.655
C -3.037 3.698 -1.780
N -2.149 3.551 -0.726
C -1.073 2.734 -0.968
P 0.211 2.869 0.314
C 1.490 4.067 -0.314
C -0.472 3.956 1.815
C -0.844 5.386 1.283
C 0.599 4.019 2.943
C -1.766 3.347 2.328
C -0.304 -0.901 -3.183
C 0.829 -1.924 -3.204
C -0.579 -0.413 -4.611
C -1.656 -1.432 -2.587
H 0.494 2.080 -4.027
H 1.991 1.023 -3.752
H 1.751 2.395 -2.714
H -3.992 2.186 -4.736
H -5.944 3.665 -4.319
H -5.945 5.290 -2.486
H -4.063 5.422 -0.863
H 1.094 4.871 -0.951
H 2.299 3.551 -0.853
H 1.937 4.420 0.641
H 0.028 5.910 0.892
H -1.301 5.972 2.020
H -1.531 5.244 0.476
H 1.267 4.887 2.732
H 1.107 3.069 3.078
H 0.094 4.353 3.811
H -2.521 3.515 1.541
H -2.040 3.881 3.258
H -1.652 2.291 2.502
H 1.661 -1.605 -3.906
H 0.454 -2.800 -3.642
H 1.261 -2.034 -2.229
H 0.336 -0.143 -5.165
H -1.203 0.480 -4.648
H -1.140 -1.156 -5.157
H -1.589 -1.788 -1.549
H -1.942 -2.281 -3.217
H -2.435 -0.659 -2.658
O -2.549 -0.069 0.548
C -1.606 -0.541 1.153
O -0.438 0.103 1.321
C -1.674 -1.956 1.776
C -0.600 -2.513 2.494
C -0.941 -3.788 2.937
C -2.176 -4.477 2.834
C -3.037 -3.890 1.975
C -2.856 -2.607 1.445
N -4.154 -4.673 1.491
O -4.264 -5.831 1.991
O -4.890 -4.248 0.545
N -0.078 -4.458 3.810
O 0.977 -3.908 4.212
O -0.403 -5.656 4.045
H 0.316 -1.953 2.710
H -2.383 -5.448 3.335
H -3.573 -2.052 0.820
Br 1.596 -8.285 -0.292
C 1.871 -6.435 -0.101
C 1.030 -5.562 -0.812
C 1.067 -4.236 -0.504
C 2.001 -3.727 0.409
C 2.855 -4.634 1.076
C 2.856 -5.985 0.774
C 2.167 -2.288 0.677
O 2.932 -1.841 1.507
O 1.367 -1.461 -0.017
H 0.221 -5.889 -1.441
H 0.317 -3.623 -0.962
H 3.498 -4.157 1.833
H 3.529 -6.705 1.271
*
```

E_HOMO (spin up / spin down) = -12.899 / -12.895 eV
F_max = 4.9 eV/A
Frontier orbital gap (spin up / spin down) = 6.566 / 5.124 eV
<S²> = 3.7721
LUMO energy (spin up / spin down) = -0.2327 / -0.2856 Eh